(1)
ORCA calculation (ωB97M-V with the def2-TZVPD basis set) on C17H25NO4 in the gas phase at a distorted geometry.

Cartesian coordinates (Å):
C -3.25251 -0.72620 -6.92364
C -2.90575 -0.73648 -5.41108
C -2.06657 0.51565 -5.10814
C -1.80944 0.70431 -3.59875
O -1.12019 -0.42702 -3.06330
N -0.50677 -0.17487 -1.77202
O 0.87079 0.15214 -1.76465
C 1.15556 1.39234 -1.35947
C 2.60531 1.87488 -1.50054
O 0.36088 2.17561 -0.83237
C -1.21188 -0.53117 -0.62891
O -2.44388 -0.75942 -0.66081
C -0.50848 -0.55340 0.69251
C -1.06827 0.13472 1.77318
C -0.41628 0.21701 3.02261
C 0.80260 -0.48274 3.24536
C 1.54509 -0.35390 4.61126
C 2.49704 -1.53870 4.83721
C 2.35290 0.95522 4.66188
C 0.54315 -0.38564 5.83285
C 1.32290 -1.20888 2.12756
C 0.68469 -1.22635 0.92898
H -3.83108 0.16648 -7.13138
H -3.79790 -1.65264 -7.15983
H -2.30681 -0.70778 -7.45688
H -3.82736 -0.80862 -4.79845
H -2.28914 -1.59907 -5.19122
H -1.12622 0.51785 -5.65721
H -2.59154 1.41484 -5.46285
H -2.71132 0.84889 -3.05819
H -1.21855 1.62371 -3.42367
H 2.89605 1.75552 -2.56011
H 3.24713 1.29842 -0.92636
H 2.70121 2.94778 -1.19108
H -2.00596 0.74045 1.68250
H -0.82495 0.81471 3.82680
H 2.01331 -2.46239 4.52473
H 3.39967 -1.45719 4.22083
H 2.79405 -1.60959 5.86923
H 2.74369 1.11671 5.67758
H 3.17352 0.92090 3.96981
H 1.70692 1.79298 4.43461
H 0.01314 0.55513 5.84305
H -0.14025 -1.23387 5.74477
H 1.11911 -0.51034 6.77429
H 2.30873 -1.69626 2.19514
H 1.12366 -1.79374 0.14416

Its SMILES is CCCCON(OC(C)=O)C(=O)c1ccc(C(C)(C)C)cc1. The HOMO energy comes out at -9.102 eV. As for the net charge: 0. For the relative energy (zero: lowest compared OMol25 entry of this formula, charge and spin), the calculation gives 112.7 kcal/mol. The LUMO energy comes out at 0.022 Eh. As for the gap between HOMO and LUMO: 9.7 eV.

(2)
ORCA calculation (ωB97M-V with the def2-TZVPD basis set) on C17H25NO4 in the gas phase.

Cartesian coordinates (Å):
C 7.12056 -1.44512 -0.65889
C 5.63930 -1.70931 -0.41293
C 4.77723 -0.44922 -0.49570
C 5.04008 0.53229 0.64416
C 4.14448 1.77044 0.58845
C 2.67482 1.49200 0.89812
O 2.06107 0.93105 -0.24534
C 0.73701 0.63987 -0.20858
C -0.10042 0.84224 0.88387
C -1.44221 0.51355 0.79603
C -1.97652 -0.02278 -0.36597
C -3.45252 -0.35082 -0.45500
C -4.29974 0.93094 -0.44152
C -5.75743 0.60769 -0.74817
O -6.19553 0.57512 -1.88000
N -6.50575 0.36749 0.34737
C -7.89117 -0.02401 0.26462
C -3.77980 -1.25225 0.71295
O -4.30430 -0.91072 1.74359
O -3.38106 -2.50590 0.49627
C -1.13407 -0.23485 -1.45107
C 0.20192 0.09295 -1.37719
H 7.54260 -0.81694 0.12130
H 7.26365 -0.94869 -1.61632
H 7.67374 -2.38167 -0.67322
H 5.51180 -2.17111 0.56914
H 5.28221 -2.42206 -1.16004
H 4.96207 0.05196 -1.44828
H 3.72674 -0.74021 -0.47791
H 6.07831 0.86631 0.60215
H 4.89353 0.02517 1.60141
H 4.50384 2.50016 1.31699
H 4.20337 2.22125 -0.40332
H 2.17120 2.43375 1.15914
H 2.59135 0.80291 1.75017
H 0.27696 1.25491 1.80605
H -2.07774 0.67669 1.65430
H -3.63891 -0.90697 -1.37767
H -4.21017 1.42121 0.52765
H -3.92776 1.59724 -1.22031
H -6.04719 0.28696 1.24333
H -8.50775 0.63180 0.88131
H -8.02840 -1.05637 0.59422
H -8.19533 0.06460 -0.77728
H -3.55449 -3.06306 1.27199
H -1.53023 -0.65538 -2.36314
H 0.86064 -0.06312 -2.21671

Its SMILES is CCCCCCOc1ccc([C@H](CC(=O)NC)C(=O)O)cc1. The HOMO energy comes out at -8.562 eV. As for the net charge: 0. For the relative energy (zero: lowest compared OMol25 entry of this formula, charge and spin), the calculation gives 5.2 kcal/mol. The LUMO energy comes out at 0.023 Eh. As for the gap between HOMO and LUMO: 9.2 eV.

(3)
ORCA calculation (ωB97M-V with the def2-TZVPD basis set) on a molecular structure, C17H26AsFeN3OS.

Cartesian coordinates (Å):
Fe 0.20764 -0.02005 -0.34375
C -1.70323 2.66344 -0.50866
N -0.69862 1.92616 -1.27501
C 0.45564 2.79009 -1.55188
C -1.28425 1.43674 -2.53442
C -0.38164 0.43227 -3.19550
C -0.12573 0.49397 -4.55974
C 0.70700 -0.44690 -5.15087
C 1.27129 -1.44071 -4.36469
C 1.00517 -1.47701 -2.99810
C 0.16715 -0.55229 -2.36556
H -2.05533 3.53857 -1.07251
H -1.28407 2.98821 0.43922
H -2.54260 2.00911 -0.28536
H 0.16823 3.64695 -2.17619
H 1.22679 2.22585 -2.07514
H 0.86219 3.16674 -0.61327
H -1.50583 2.27897 -3.20543
H -2.23026 0.95790 -2.26973
H -0.57808 1.27189 -5.16745
H 0.92635 -0.39415 -6.21008
H 1.92937 -2.17632 -4.81374
H 1.47879 -2.26003 -2.41061
C 0.99623 -3.14088 2.42161
As 1.20013 -2.86786 0.54103
C 2.61569 -4.04606 0.00500
C -0.36784 -3.48931 -0.38321
O 1.70173 -1.31075 0.18723
H 0.39502 -4.02995 2.60643
H 0.49921 -2.25895 2.83310
H 1.98612 -3.25826 2.85894
H 2.44037 -5.04182 0.41132
H 3.54907 -3.64372 0.39374
H 2.66364 -4.09156 -1.08095
H -0.07616 -4.29110 -1.05940
H -0.78909 -2.65980 -0.94794
H -1.09271 -3.84706 0.34439
C -1.58466 3.81552 3.83283
C -1.11912 2.38818 3.78079
C -0.37607 1.82265 4.80912
C 0.05377 0.52721 4.61093
N -0.25003 -0.17920 3.52684
C -1.00200 0.42669 2.59880
S -1.49114 -0.51307 1.17907
N -1.42252 1.69807 2.68523
H -1.61645 4.18623 4.85642
H -2.56924 3.90438 3.37786
H -0.89462 4.44364 3.26480
H -0.13767 2.37412 5.70767
H 0.67233 0.02325 5.34683

The HOMO energy (alpha / beta) comes out at -7.420 / -7.809 eV. As for the spin multiplicity: 5. As for the net charge: 0. Its expectation value of S² is 6.0158. The LUMO energy (alpha / beta) comes out at 0.022 / 0.022 Eh. As for the gap between HOMO and LUMO (alpha / beta): 8.0 / 8.4 eV.